1.
{
  "formula": "C4H4NdO2",
  "method": "ωB97M-V/def2-TZVPD",
  "elements": ["C", "O", "H", "C", "C", "C", "O", "Nd", "H", "H", "H"],
  "positions_angstrom": [[-3.08063, 0.03389, 1.69827], [-3.59863, 1.00545, 1.38036], [-4.07849, 1.81552, 1.05646], [0.82822, -1.82529, 0.17844], [0.98147, -0.58734, -0.16141], [1.06250, 0.73007, -0.59134], [1.96825, 1.16489, -1.34664], [3.95830, 0.95232, -2.76782], [1.34215, -2.23444, 1.05642], [0.21490, -2.50408, -0.42567], [0.40196, 1.44901, -0.07709]],
  "nbo_charge": [0.90, -0.60, 0.69, -0.35, 0.39, 0.33, -0.54, 2.11, 0.41, 0.41, 0.25],
  "gap_ev": [4.51, 8.33],
  "multiplicity": 5,
  "total_energy_ev": -23528.714,
  "charge": 4
}

***

2.
{
  "formula": "C4H4O",
  "method": "ωB97M-V/def2-TZVPD",
  "elements": ["C", "C", "C", "C", "O", "H", "H", "H", "H"],
  "positions_angstrom": [[-2.86963, -0.01855, -0.09642], [-1.76069, -0.32512, 0.20164], [1.08382, 0.04366, -0.10733], [0.75718, -1.22640, -0.20103], [-0.42124, -1.67368, 0.18283], [-3.78928, 0.41939, 0.18140], [2.10276, 0.25939, -0.25453], [0.38225, 0.84706, 0.02589], [1.26000, -2.20018, -0.38914]],
  "nbo_charge": [-0.32, 0.20, -0.52, 0.13, -0.40, 0.24, 0.21, 0.23, 0.23],
  "gap_ev": [7.89, 7.89],
  "multiplicity": 1,
  "total_energy_ev": -6253.111,
  "charge": 0
}

***

3.
{
  "formula": "C4H4O",
  "method": "ωB97M-V/def2-TZVPD",
  "elements": ["O", "C", "C", "C", "C", "H", "H", "H", "H"],
  "positions_angstrom": [[-1.76521, 0.85128, 0.64410], [-1.18328, 0.46656, -0.33540], [-0.32240, -0.79269, -0.32163], [0.95224, -0.27574, 0.16577], [1.80281, 0.39176, 0.69500], [-1.18909, 1.06406, -1.27096], [-0.28130, -1.25417, -1.31088], [-0.72564, -1.49545, 0.41340], [2.48174, 0.97597, 1.26952]],
  "nbo_charge": [-0.50, 0.45, -0.58, 0.00, -0.22, 0.12, 0.24, 0.26, 0.24],
  "gap_ev": 10.82,
  "multiplicity": 1,
  "total_energy_ev": -6257.669,
  "smiles": "C#CCC=O",
  "charge": 0
}

***

4.
{
  "formula": "C4H4O",
  "method": "ωB97M-V/def2-TZVPD",
  "elements": ["C", "C", "C", "C", "O", "H", "H", "H", "H"],
  "positions_angstrom": [[2.08351, -0.67539, 0.23944], [1.11463, -0.00153, -0.02090], [-0.17645, 0.48477, -0.50931], [-1.35099, 0.06121, 0.25352], [-1.08381, 1.43591, 0.09583], [2.95586, -1.24489, 0.49489], [-0.20892, 0.61829, -1.58624], [-1.15182, -0.24926, 1.27673], [-2.18199, -0.42911, -0.24395]],
  "nbo_charge": [-0.20, -0.06, -0.03, -0.08, -0.46, 0.24, 0.22, 0.19, 0.19],
  "gap_ev": 11.09,
  "multiplicity": 1,
  "total_energy_ev": -6256.542,
  "smiles": "C#C[C@H]1CO1",
  "charge": 0
}

***

5.
{
  "formula": "C4H4O",
  "method": "ωB97M-V/def2-TZVPD",
  "elements": ["C", "C", "C", "C", "O", "H", "H", "H", "H"],
  "positions_angstrom": [[-1.14389, 0.25756, -0.25492], [-0.56209, -1.01667, 0.23312], [1.53483, 0.59285, -0.05825], [0.34723, 0.01490, -0.05800], [-1.88422, 0.95488, -0.91793], [-1.59750, -0.39498, 0.90046], [-0.77541, -2.06991, 0.35336], [1.64221, 1.63805, -0.31140], [2.43884, 0.02332, 0.11355]],
  "nbo_charge": [0.44, -0.37, -0.42, -0.09, -0.53, 0.30, 0.25, 0.22, 0.20],
  "gap_ev": 8.86,
  "multiplicity": 1,
  "total_energy_ev": -6254.616,
  "charge": 0
}

***

6.
{
  "formula": "C4H4O",
  "method": "ωB97M-V/def2-TZVPD",
  "elements": ["C", "C", "C", "C", "O", "H", "H", "H", "H"],
  "positions_angstrom": [[-0.41119, -1.03020, 0.16810], [-1.52613, -1.50798, 0.44178], [0.17891, 1.27689, 0.12070], [0.74591, -0.08143, -0.06316], [-0.94826, 1.57728, 0.40301], [-1.54603, -2.03746, -0.56115], [1.50936, -0.20659, 0.53803], [0.93698, 2.06875, 0.03091], [1.06044, -0.05926, -1.07821]],
  "nbo_charge": [0.04, -0.32, 0.44, -0.58, -0.47, 0.28, 0.25, 0.11, 0.26],
  "gap_ev": 11.09,
  "multiplicity": 1,
  "total_energy_ev": -6255.664,
  "smiles": "C#CCC=O",
  "charge": 0
}

***

7.
{
  "formula": "C4H4O",
  "method": "ωB97M-V/def2-TZVPD",
  "elements": ["C", "C", "C", "C", "O", "H", "H", "H", "H"],
  "positions_angstrom": [[-0.87564, -1.28215, -0.01954], [-2.12129, -0.52335, 0.01563], [-0.27781, 1.01981, 0.03087], [0.20362, -0.42955, 0.01038], [-1.73308, 0.75712, -0.01762], [-0.77784, -2.31662, 0.07006], [0.13376, 1.61164, 0.79122], [-0.22299, 1.41831, -0.91968], [1.23251, -0.55817, 0.06025]],
  "nbo_charge": [-0.37, 0.23, -0.16, -0.11, -0.47, 0.22, 0.22, 0.22, 0.21],
  "gap_ev": 8.60,
  "multiplicity": 1,
  "total_energy_ev": -6256.440,
  "charge": 0
}

***

8.
{
  "formula": "C4H4O",
  "method": "ωB97M-V/def2-TZVPD",
  "elements": ["C", "C", "C", "C", "O", "H", "H", "H", "H"],
  "positions_angstrom": [[-1.16301, 0.60933, 0.14465], [-1.62485, -0.55239, 0.11355], [1.26850, -0.23314, -0.32871], [0.36327, 0.87995, -0.05042], [1.18679, 0.48402, 0.93522], [-1.64962, 1.51084, 0.43361], [-1.46778, -1.51385, -0.21735], [0.89546, -1.19837, -0.25338], [2.19124, 0.01360, -0.77719]],
  "nbo_charge": [-0.37, -0.06, -0.18, 0.27, -0.44, 0.22, 0.18, 0.18, 0.20],
  "gap_ev": [8.70, 8.49],
  "multiplicity": 1,
  "total_energy_ev": -6253.631,
  "charge": 0
}

***

9.
{
  "formula": "C4H4O",
  "method": "ωB97M-V/def2-TZVPD",
  "elements": ["C", "C", "C", "C", "H", "H", "H", "H", "O"],
  "positions_angstrom": [[-1.31632, -2.17034, -0.73804], [-0.47187, -0.86133, -0.51665], [0.08149, 0.08739, -0.15481], [0.74665, 1.08161, 0.90813], [-1.20800, -2.90794, 0.04033], [-2.61323, -1.83844, -0.41220], [-1.03884, -2.48224, -1.83022], [0.99302, 0.86868, 2.02199], [1.20341, 2.19199, 0.39854]],
  "nbo_charge": [-0.67, 0.04, -0.13, 0.34, 0.24, 0.24, 0.26, 0.19, -0.50],
  "gap_ev": 10.35,
  "multiplicity": 1,
  "total_energy_ev": -6255.346,
  "charge": 0
}

***

10.
{
  "formula": "C4H4O",
  "method": "ωB97M-V/def2-TZVPD",
  "elements": ["C", "C", "C", "C", "O", "H", "H", "H", "H"],
  "positions_angstrom": [[-1.33003, -0.46948, 0.30735], [-1.39004, 0.57703, -0.50064], [1.73328, -0.30320, -0.10807], [-0.30577, 0.50051, 0.48632], [2.86674, 0.10875, 0.09137], [-1.57864, -1.38651, 0.56879], [-1.57860, 1.00302, -1.35552], [1.60704, -1.20818, -0.82709], [-0.02399, 1.17807, 1.33749]],
  "nbo_charge": [-0.14, -0.13, 0.33, -0.24, -0.54, 0.21, 0.21, 0.08, 0.21],
  "gap_ev": [8.34, 8.34],
  "multiplicity": 1,
  "total_energy_ev": -6254.049,
  "charge": 0
}